The following is a DFT calculation (the ωB97M-V functional and the def2-TZVPD basis) of 2 unconnected molecules or ions with the total composition C5H12NOS.

Computed properties:
- energy relative to the best compared isomer or geometry (same formula, charge and spin) (kJ/mol) = 687.0
- strongest force on any atom (eV Å⁻¹) = 3.64
- spin multiplicity = 1
- net charge = -1
- HOMO-LUMO gap (eV) = 3.7
- LUMO level (eV) = 0.79

```
20
Properties=species:S:1:pos:R:3:forces:R:3:mulliken_charge:R:1
C 0.41676 -0.90803 -0.57184 -0.646 0.484 0.430 -0.599
N 1.38007 0.11985 -0.81348 0.260 -0.126 0.019 -0.357
C 1.32131 0.66144 -2.28382 0.489 -0.237 0.110 -0.443
O 1.42585 -0.21000 -3.25233 -0.351 -0.458 0.053 -0.855
C -0.94483 -0.27977 -0.18842 -1.772 -0.838 0.579 -1.227
C -0.94401 0.85144 0.87875 -2.604 -0.785 -0.443 -0.012
C -0.57757 0.32353 2.25984 3.011 1.647 -0.277 -1.411
S -1.87456 -0.61212 3.15524 2.020 -1.812 -2.420 -0.188
H 0.75287 -1.68577 0.12780 0.228 0.262 0.872 0.490
H 0.19726 -1.56755 -1.40118 0.055 -0.019 -0.916 0.330
H 2.32408 -0.22216 -0.62627 -0.330 0.014 -0.464 0.257
H 0.36746 1.27796 -2.31444 0.490 -0.071 0.275 0.164
H 2.21960 1.30707 -2.21212 -0.144 0.776 -0.036 0.293
H -1.57671 -1.08304 0.24872 0.096 0.007 -0.261 0.514
H -1.51182 -0.05955 -1.11841 0.541 0.454 0.538 0.356
H -1.93525 1.24760 1.23482 -0.084 -0.414 -1.639 0.328
H -0.51774 1.67491 0.33606 1.381 0.615 0.927 0.391
H -0.25085 1.21202 2.84222 -0.242 -0.596 0.058 0.327
H 0.31247 -0.31619 2.08248 -0.165 0.574 0.801 0.469
H -0.58440 -1.73165 1.61637 -2.234 0.523 1.795 0.172
```
Positions in Å, forces in eV/Å.

***

The following is a DFT calculation (the ωB97M-V functional and the def2-TZVPD basis) of a molecular structure, C14H19Cl3GeN3O3Pt.

Computed properties:
- energy relative to the best compared isomer or geometry (same formula, charge and spin) (kJ/mol) = 17.6
- strongest force on any atom (eV Å⁻¹) = 1.46
- spin multiplicity = 2
- net charge = -2
- HOMO-LUMO gap (spin up / spin down) (eV) = 6.0 / 5.8
- LUMO level (spin up / spin down) (eV) = 4.82 / 4.82

```
44
Properties=species:S:1:pos:R:3:forces:R:3:mulliken_spin:R:1
Pt 0.48386 -0.28024 0.62061 0.822 -0.958 0.621 0.073
C -0.41945 -1.45190 4.62995 -0.027 -0.011 0.094 0.000
C -0.38248 -1.27710 3.14611 1.245 0.481 -0.092 -0.009
N 0.65328 -0.69144 2.56505 -1.237 0.045 0.613 0.003
O 1.48087 0.03702 3.42602 0.318 -0.059 0.182 0.000
C -1.41097 -1.71563 2.29772 -0.737 -0.622 -0.039 0.006
C -2.58737 -2.52127 2.77057 0.207 0.121 -0.029 -0.001
N -1.30250 -1.36238 1.01368 0.062 0.452 0.025 0.001
O -2.17784 -1.70050 0.18981 -0.178 -0.236 -0.238 0.000
H 0.57282 -1.26620 5.03256 -0.050 -0.029 0.045 0.000
H -0.73705 -2.46270 4.89230 -0.075 0.012 -0.049 0.000
H -1.11149 -0.74188 5.08954 -0.023 0.006 -0.049 -0.001
H 0.94915 0.83352 3.62927 0.011 0.065 -0.068 0.000
H -3.02062 -2.09479 3.67777 -0.016 -0.019 0.013 0.000
H -2.30718 -3.55916 2.98070 -0.073 -0.038 0.001 0.000
H -3.33181 -2.51578 1.97673 -0.020 -0.029 0.034 0.001
C 2.60420 1.86910 0.75428 0.213 -0.040 0.054 -0.002
C 2.38131 0.38078 0.58874 -0.144 0.044 -0.355 0.001
O 3.32924 -0.37585 0.47883 0.168 0.092 -0.004 0.001
H 3.67306 2.10517 0.73340 -0.016 -0.007 0.004 0.000
H 2.17417 2.18560 1.70636 -0.051 0.061 -0.016 0.000
H 2.07643 2.41126 -0.03151 -0.070 -0.021 0.007 -0.001
C 1.67453 -1.93625 -2.40004 -0.001 0.060 -0.120 -0.006
C 0.96080 -0.89350 -3.20621 -0.138 -0.016 0.068 0.164
C 0.96970 -0.90057 -4.58555 0.113 -0.055 -0.062 -0.134
C 0.28054 0.05951 -5.32739 -0.013 -0.017 0.009 0.264
C -0.44521 1.04927 -4.66180 -0.015 0.021 -0.037 -0.127
C -0.47848 1.11277 -3.28478 -0.060 0.058 0.075 0.127
C -1.27284 2.15082 -2.55199 0.016 -0.031 -0.032 0.013
C 0.23775 0.14022 -2.49333 0.297 -0.513 -0.033 0.046
N 0.22672 0.22269 -1.19244 -0.447 1.085 -0.866 0.535
H 2.01105 -2.76196 -3.03281 -0.001 0.029 -0.028 0.001
H 1.00584 -2.31656 -1.62572 0.050 -0.018 0.056 0.006
H 2.53682 -1.51320 -1.88035 -0.026 -0.033 0.083 0.012
H 1.52320 -1.68204 -5.10140 -0.013 0.017 -0.013 -0.005
H 0.29560 0.02832 -6.41122 0.009 0.002 0.003 0.026
H -0.99284 1.78973 -5.23866 -0.010 -0.002 0.015 -0.005
H -1.80667 2.80729 -3.24251 0.011 -0.011 -0.027 0.001
H -0.62498 2.75662 -1.91323 -0.012 -0.034 0.034 0.010
H -1.99314 1.66904 -1.88752 -0.008 0.067 0.023 0.002
Cl -0.79312 2.33338 3.72255 0.155 -0.165 0.180 0.000
Ge -1.25993 2.36528 1.39613 -0.170 0.373 -0.051 0.000
Cl -0.23070 4.45040 1.05822 -0.014 -0.121 -0.035 0.000
Cl -3.41428 3.26311 1.69156 -0.051 -0.008 0.000 -0.001
```
Positions in Å, forces in eV/Å.

***

The following is a DFT calculation (the ωB97M-V functional and the def2-TZVPD basis) of 6 unconnected molecules or ions with the total composition C16H31O18.

Computed properties:
- energy relative to the best compared isomer or geometry (same formula, charge and spin) (kJ/mol) = 0.0
- strongest force on any atom (eV Å⁻¹) = 1.70
- spin multiplicity = 1
- net charge = -1
- HOMO-LUMO gap (eV) = 7.6
- LUMO level (eV) = 2.56

```
65
Properties=species:S:1:pos:R:3:forces:R:3:mulliken_charge:R:1
O -4.22837 17.09105 12.01404 0.807 -0.288 0.576 -0.228
C -3.40575 15.93268 11.88892 1.183 -0.764 -0.867 0.596
O -3.68449 15.12595 10.99695 -0.538 0.336 0.437 -0.759
O -2.40015 15.95528 12.65499 -0.823 0.251 0.098 -0.719
H -3.61638 17.50632 12.65401 -0.803 0.462 -0.029 0.008
C -5.66024 14.42597 5.34767 0.496 -0.601 0.195 -0.708
O -6.30994 15.31234 6.23118 -0.321 0.179 -0.050 -0.363
C -5.57914 15.80699 7.25305 -0.262 -0.159 0.460 0.777
O -4.41731 15.58822 7.42274 0.657 -0.041 -0.098 -0.533
O -6.39634 16.49857 8.01671 -0.773 -0.115 -0.159 -0.378
C -5.95879 16.94358 9.30830 1.218 0.227 0.526 -0.006
H -4.96655 13.74431 5.84972 -0.092 0.247 0.285 0.323
H -5.06459 14.95146 4.60040 -0.284 0.085 -0.177 0.274
H -6.45009 13.80372 4.93406 0.013 0.228 -0.396 0.250
H -5.19662 16.29380 9.74930 -0.138 -0.231 -0.309 0.286
H -6.79483 16.98255 9.99642 -0.367 -0.009 -0.352 0.284
H -5.49999 17.92230 9.19933 -0.534 -0.174 0.109 -0.155
C -5.25573 20.00766 12.16003 -0.966 -0.718 1.206 -0.332
O -6.45170 20.78584 11.93358 0.762 0.681 0.034 -0.417
C -6.99723 20.71400 10.74948 -1.102 -0.085 -0.126 0.714
O -6.92043 19.82747 9.94933 0.457 -0.110 -0.356 -0.444
O -7.78924 21.79800 10.61356 -0.133 0.178 0.232 -0.389
C -8.51114 21.93963 9.40803 0.129 0.083 -0.840 -0.690
H -4.74489 20.54268 12.95171 0.461 0.136 -0.357 0.248
H -4.68193 19.78465 11.26949 0.030 0.291 -0.119 0.119
H -5.60204 19.07882 12.61178 0.279 -0.239 -0.268 0.362
H -8.05504 22.75923 8.84559 -0.185 0.076 0.056 0.269
H -9.55511 22.16528 9.61333 0.047 0.089 0.246 0.266
H -8.47042 21.06185 8.76284 0.128 -0.180 0.316 0.305
C -0.67514 20.00040 11.80936 0.383 0.259 -0.496 -0.631
O -1.78887 20.03810 12.68398 -0.532 -0.319 -0.202 -0.245
C -1.73570 19.15640 13.69231 0.380 0.302 0.541 0.841
O -0.76463 18.54389 14.04357 -0.292 0.081 0.000 -0.593
O -2.93415 19.19144 14.28494 0.060 0.163 -0.217 -0.241
C -3.11405 18.54689 15.54759 0.097 0.677 0.266 -0.740
H -0.57764 19.02487 11.33715 0.218 -0.173 0.378 0.260
H 0.21399 20.31136 12.35604 0.166 -0.296 -0.105 0.335
H -0.85559 20.69421 10.99114 -0.298 0.178 0.213 0.169
H -2.27938 18.72163 16.23046 0.329 -0.316 -0.405 0.368
H -3.32835 17.49956 15.39126 -0.036 -0.090 0.162 0.235
H -3.93391 19.10104 16.00149 -0.354 -0.455 -0.148 0.239
C -4.67210 21.35268 7.46749 0.851 0.063 -0.021 -0.811
O -4.57328 19.99891 7.90074 -0.424 0.222 -0.839 -0.188
C -3.45548 19.64058 8.51175 0.250 -0.192 1.302 0.695
O -2.58951 20.38159 8.92003 0.094 0.381 -0.489 -0.626
O -3.51262 18.34612 8.72934 0.725 -0.309 -1.171 0.015
C -2.35852 17.75365 9.36615 -0.502 0.469 1.091 -0.460
H -3.67686 21.76361 7.27469 -0.039 -0.063 0.223 0.342
H -5.14429 21.95475 8.24209 -0.240 0.013 -0.161 0.239
H -5.18415 21.35578 6.50939 -0.457 -0.045 0.233 0.247
H -2.65404 17.80205 10.41656 0.640 -0.328 0.053 -0.172
H -1.46679 18.35032 9.19808 -0.034 0.008 -0.178 0.452
H -2.23421 16.72150 9.06556 -0.378 -0.015 -0.253 0.286
C -3.98526 14.86985 15.54444 -0.812 -0.799 -0.634 -0.449
O -5.38710 14.57429 15.80196 0.150 -0.553 0.440 -0.341
C -6.08518 15.52898 16.37567 0.054 -0.174 -0.971 0.882
O -5.72035 16.65497 16.54787 0.285 0.932 0.611 -0.535
O -7.30310 15.06883 16.65375 -0.245 -0.863 0.348 -0.343
C -8.11789 15.94592 17.39729 0.010 0.954 0.396 -0.658
H -3.49829 13.89868 15.56568 0.094 0.035 0.220 0.255
H -3.61520 15.53398 16.31279 0.205 0.203 -0.185 0.357
H -3.93590 15.20368 14.51000 0.437 0.584 0.202 0.054
H -8.52184 16.71179 16.73605 -0.189 -0.010 0.063 0.276
H -7.54562 16.45505 18.17574 0.122 -0.005 -0.138 0.298
H -8.90524 15.40179 17.90941 -0.058 -0.358 -0.401 0.234
```
Positions in Å, forces in eV/Å.

***

The following is a DFT calculation (the ωB97M-V functional and the def2-TZVPD basis) of a single C18H18N2O3 molecule.

Computed properties:
- energy relative to the best compared isomer or geometry (same formula, charge and spin) (kJ/mol) = 0.0
- strongest force on any atom (eV Å⁻¹) = 0.98
- spin multiplicity = 1
- net charge = 0
- HOMO-LUMO gap (eV) = 9.3
- LUMO level (eV) = 0.83
- structure (SMILES) = Cc1ccc(CNC(=O)CCn2c(=O)oc3ccccc32)cc1

```
41
Properties=species:S:1:pos:R:3:forces:R:3:mulliken_charge:R:1
C 4.62274 3.89132 -1.62865 -0.065 0.039 -0.008 -1.436
C 3.71608 2.72369 -1.87491 0.019 -0.025 0.010 0.892
C 3.46012 2.28182 -3.16694 -0.014 0.025 0.036 -0.675
C 2.61168 1.21480 -3.39510 -0.074 -0.057 0.046 -0.855
C 1.99018 0.56417 -2.33676 0.082 -0.032 -0.001 0.432
C 1.05719 -0.58667 -2.60815 -0.233 -0.011 -0.235 -0.785
N 1.05091 -1.56497 -1.54341 0.389 0.155 -0.215 -0.173
C -0.07942 -1.96750 -0.93496 0.341 -0.462 0.216 0.568
O -1.18837 -1.61053 -1.27995 -0.403 0.035 -0.018 -0.672
C 0.14813 -2.94251 0.21850 -0.257 0.153 0.046 -0.902
C -0.98966 -2.81760 1.23104 0.273 -0.234 -0.104 -0.643
N -1.21087 -1.44325 1.62269 -0.009 0.385 0.146 0.343
C -0.24219 -0.47998 1.75973 0.350 -0.672 0.016 0.272
O 0.95081 -0.62090 1.67884 0.169 0.162 0.056 -0.628
O -0.83866 0.71093 2.02603 0.076 0.401 0.038 -0.400
C -2.18879 0.50611 2.03947 -0.810 -0.549 -0.068 0.648
C -3.19835 1.41574 2.26201 0.477 -0.105 -0.042 -0.902
C -4.49745 0.92810 2.21980 -0.147 -0.057 -0.006 -0.447
C -4.75972 -0.41102 1.96605 -0.135 0.118 0.028 -0.679
C -3.74059 -1.32492 1.74460 0.312 -0.046 -0.038 -0.841
C -2.44549 -0.84528 1.78210 -0.340 0.628 0.166 1.067
C 2.24004 1.00443 -1.04325 -0.064 -0.047 -0.058 -0.018
C 3.09417 2.06914 -0.81985 0.027 0.044 -0.087 -0.838
H 5.10812 3.80732 -0.65908 0.071 0.044 0.043 0.364
H 5.38471 3.96185 -2.40173 0.078 0.047 -0.010 0.375
H 4.04692 4.81756 -1.63777 0.044 0.096 0.016 0.277
H 3.93466 2.77518 -4.00352 0.065 0.047 -0.078 0.373
H 2.42838 0.88261 -4.40750 -0.001 -0.056 -0.109 0.369
H 1.33328 -1.07231 -3.55284 -0.090 0.138 0.069 0.336
H 0.02529 -0.22833 -2.70101 0.166 -0.108 -0.047 0.322
H 1.94568 -1.82392 -1.15886 -0.134 -0.039 0.112 0.315
H 1.10387 -2.73578 0.69735 -0.033 -0.102 -0.077 0.418
H 0.15827 -3.96028 -0.17666 -0.010 0.007 -0.009 0.431
H -1.91820 -3.16470 0.77283 0.110 0.035 0.084 0.358
H -0.77300 -3.42445 2.11792 -0.074 0.012 -0.144 0.259
H -2.98188 2.45286 2.45615 0.027 0.137 0.025 0.455
H -5.31920 1.60666 2.38727 -0.072 0.061 0.014 0.380
H -5.78323 -0.75229 1.94003 -0.089 -0.024 -0.003 0.385
H -3.95649 -2.36241 1.54774 -0.017 -0.118 -0.025 0.372
H 1.77361 0.51620 -0.20075 -0.044 -0.066 0.093 0.471
H 3.27818 2.39386 0.19392 0.037 0.041 0.121 0.410
```
Positions in Å, forces in eV/Å.

***

The following is a DFT calculation (the ωB97M-V functional and the def2-TZVPD basis) of 2 unconnected molecules or ions with the total composition C4H12.

Computed properties:
- energy relative to the best compared isomer or geometry (same formula, charge and spin) (kJ/mol) = 117.4
- strongest force on any atom (eV Å⁻¹) = 4.26
- spin multiplicity = 1
- net charge = 0
- HOMO-LUMO gap (eV) = 12.1
- LUMO level (eV) = 1.14
- structure (SMILES) = CC.CC

```
16
Properties=species:S:1:pos:R:3:forces:R:3:mulliken_charge:R:1
C -1.40047 -0.26899 1.58971 -2.720 -1.910 0.469 -0.637
C -0.16070 0.19057 2.30612 -1.280 1.657 1.549 -0.850
H -1.03065 -1.03501 0.91161 -0.493 0.683 -1.255 0.131
H -2.07750 0.58732 1.19565 1.398 -1.757 0.213 0.261
H -2.13073 -1.02379 2.15272 1.401 1.977 -0.315 0.264
H -0.09520 1.27252 2.10357 0.714 -0.454 0.144 0.232
H 0.70151 -0.35067 2.03926 1.116 -0.378 -0.710 0.309
H -0.22122 0.08002 3.39386 -0.164 0.166 -0.040 0.302
C 0.08009 0.10394 -1.87333 -0.132 0.429 1.453 -0.754
C 1.60330 0.11365 -2.05216 -0.995 -3.541 2.149 -0.856
H -0.28722 1.08965 -1.60165 -0.031 0.152 0.459 0.284
H -0.33413 -0.63877 -1.19099 0.380 0.227 0.455 0.073
H -0.47936 -0.09638 -2.74579 -0.061 -0.364 -1.581 0.403
H 1.94229 -0.96582 -1.98150 -0.319 0.912 -0.715 0.217
H 2.20268 0.49412 -1.22452 -0.322 1.038 -0.432 0.308
H 1.68730 0.44763 -3.02255 1.510 1.163 -1.843 0.314
```
Positions in Å, forces in eV/Å.

***

The following is a DFT calculation (the ωB97M-V functional and the def2-TZVPD basis) of a molecular structure, C8H12.

Computed properties:
- energy relative to the best compared isomer or geometry (same formula, charge and spin) (kJ/mol) = 360.9
- strongest force on any atom (eV Å⁻¹) = 4.49
- spin multiplicity = 1
- net charge = 0
- HOMO-LUMO gap (eV) = 10.3
- LUMO level (eV) = 1.17

```
20
Properties=species:S:1:pos:R:3:forces:R:3:mulliken_charge:R:1
C -1.92017 0.80340 -0.12995 -0.326 -1.142 0.927 -0.759
C -1.88275 -0.74504 0.16103 -0.592 -1.392 -0.691 -0.650
C -0.36775 -0.73947 -0.29294 -3.492 2.288 -1.639 -0.156
C 1.06458 -0.98568 -0.11239 0.652 -2.645 -0.835 -0.394
C 1.53101 -0.14773 1.02502 0.259 0.698 3.591 -0.563
C 1.08591 1.07586 0.09526 -1.747 -0.099 -0.037 -0.552
C 1.50553 0.16466 -1.01898 3.697 0.722 -1.564 -0.531
C -0.44996 0.71881 0.18550 2.153 -0.919 0.766 0.034
H -2.30623 1.00058 -1.10240 0.266 0.163 -1.023 0.320
H -2.51765 1.33704 0.56963 -0.429 0.710 0.585 0.296
H -2.54780 -1.36541 -0.47131 0.328 0.245 0.216 0.337
H -2.08382 -1.03948 1.18419 0.097 0.351 0.358 0.283
H -0.51844 -0.69535 -1.40307 -0.026 -0.263 0.600 0.190
H 1.29321 -2.05008 -0.30066 0.793 0.607 0.259 0.404
H 2.61520 -0.26255 1.31899 -1.101 0.370 -0.673 0.299
H 0.88100 -0.27490 2.00641 1.552 0.278 -1.627 0.244
H 1.27736 2.13307 0.15765 0.855 0.139 0.261 0.464
H 2.63870 0.29015 -1.09817 -1.219 -0.681 -0.132 0.263
H 1.08273 0.26954 -2.01831 -0.117 -0.015 0.055 0.353
H -0.38066 0.51256 1.24448 -1.603 0.581 0.604 0.118
```
Positions in Å, forces in eV/Å.